This record from the OMol25 dataset describes C5H8N2 in the gas phase. The level of theory is wB97M-V/def2-TZVPD.

Positions of all 15 atoms, in Å:
H 2.52 0.40 1.13
H -3.29 0.28 -0.23
C -1.04 -1.15 0.02
H 2.86 -0.78 -0.16
N 0.91 -0.08 -0.15
N -2.57 0.82 0.23
H -2.63 1.78 -0.07
H -1.77 -1.94 0.08
C 0.32 -1.31 -0.09
H 0.93 -2.20 -0.13
C -1.29 0.25 0.05
C 2.32 0.14 0.08
C -0.08 0.89 -0.06
H 2.71 0.94 -0.56
H 0.17 1.94 -0.09

Calculated values
gap between HOMO and LUMO = 8.537 eV
SMILES string = Cn1ccc(N)c1
total energy = -304.8178 hartree
relative energy (zero: lowest compared OMol25 entry of this formula, charge and spin) = 11.1 kcal per mole

Partial charges, Mulliken, in e:
1 H 0.31
2 H 0.25
3 C -0.80
4 H 0.30
5 N 0.17
6 N -0.56
7 H 0.23
8 H 0.33
9 C -0.34
10 H 0.34
11 C 0.84
12 C -0.87
13 C -0.82
14 H 0.30
15 H 0.31

This record from the OMol25 dataset describes 2 unconnected molecules or ions with the total composition C6H11NO at a distorted geometry. The level of theory is wB97M-V/def2-TZVPD.

Positions of all 19 atoms, in Å:
H 2.75 -0.83 0.84
O -1.68 2.07 1.55
H -1.70 2.33 0.72
H 0.02 -0.26 -2.69
C 0.12 -1.40 1.15
C 2.20 -0.22 0.20
H -0.89 1.15 -2.26
C -1.23 -1.27 0.96
H -0.71 1.93 1.81
H -2.01 -1.59 1.53
C 0.77 -0.53 0.23
C -0.08 0.53 -1.89
N -1.50 -0.42 -0.13
H 0.85 1.06 -2.02
H 0.42 -2.13 1.84
H 2.42 0.86 0.42
H -2.12 -0.83 -0.82
C -0.19 -0.06 -0.62
H 2.57 -0.38 -0.83

Calculated values
gap between HOMO and LUMO = 8.633 eV
SMILES string = Cc1cc[nH]c1C.O
total energy = -365.1650 hartree
relative energy (zero: lowest compared OMol25 entry of this formula, charge and spin) = 41.7 kcal per mole

Partial charges, Mulliken, in e:
1 H 0.40
2 O -0.61
3 H 0.26
4 H 0.29
5 C -0.87
6 C -1.33
7 H 0.35
8 C -0.51
9 H 0.32
10 H 0.52
11 C 1.00
12 C -1.58
13 N -0.15
14 H 0.40
15 H 0.44
16 H 0.25
17 H 0.27
18 C 0.23
19 H 0.32

This record from the OMol25 dataset describes a molecular structure, C17H14F4N4O6Os at a distorted geometry. The level of theory is wB97M-V/def2-TZVPD.

Positions of all 46 atoms, in Å:
O 2.10 0.14 7.28
C -1.09 -0.75 -1.78
N -0.50 -2.31 2.47
O -0.39 -1.95 1.27
C 2.09 -1.97 -0.28
O 0.79 1.84 1.61
H 1.69 -2.58 0.53
C 3.01 0.28 -0.73
H 4.04 -0.06 -0.89
N 0.01 -0.99 -1.02
C 0.99 0.80 4.91
C -3.19 0.50 -1.95
C 0.93 -0.50 5.40
C 3.14 -0.67 1.49
C -2.53 -0.97 -3.73
H 3.03 -2.41 -0.62
Os 0.43 0.21 0.50
H 1.51 1.57 5.45
C 0.35 1.04 3.70
H 4.12 -1.08 1.26
C 0.52 2.29 2.82
H 1.48 -1.68 -2.37
C -2.05 0.16 -1.28
F -1.75 0.73 -0.07
F -2.74 -1.50 -4.91
O -0.82 -3.40 2.82
C -1.38 -1.32 -3.05
O 0.41 3.41 3.22
H 0.49 -2.58 5.05
H -0.98 0.25 2.20
C -0.31 0.03 3.04
N 2.32 -0.60 0.26
H 0.63 -2.94 -1.52
H -4.35 0.18 -3.74
F -0.55 -2.18 -3.60
N 1.51 -0.78 6.76
C 0.42 -1.57 4.68
F -4.03 1.36 -1.42
H 2.50 0.27 -1.69
H 2.66 -1.32 2.22
O 1.33 -1.90 7.18
C -3.45 -0.07 -3.20
C -0.17 -1.28 3.46
H 3.05 1.30 -0.35
C 1.05 -1.94 -1.40
H 3.27 0.33 1.91

Calculated values
gap between HOMO and LUMO (spin up / spin down) = 5.606 / 5.599 eV
total charge = +2
total energy = -1815.8433 hartree
relative energy (zero: lowest compared OMol25 entry of this formula, charge and spin) = 45.7 kcal per mole

Partial charges, Mulliken, in e:
1 O -0.55
2 C 0.07
3 N 0.85
4 O -0.53
5 C -0.99
6 O -0.63
7 H 0.37
8 C -0.97
9 H 0.39
10 N 0.27
11 C -0.63
12 C -0.17
13 C -0.16
14 C -0.97
15 C -0.08
16 H 0.48
17 Os 1.75
18 H 0.61
19 C 0.29
20 H 0.40
21 C 0.12
22 H 0.62
23 C 0.53
24 F -0.26
25 F -0.23
26 O -0.45
27 C 0.66
28 O -0.47
29 H 0.61
30 H 1.74
31 C -0.83
32 N -0.15
33 H 0.59
34 H 0.54
35 F -0.26
36 N 1.02
37 C -0.71
38 F -0.24
39 H 0.37
40 H 0.31
41 O -0.56
42 C -0.25
43 C -0.35
44 H 0.40
45 C -0.92
46 H 0.38

This record from the OMol25 dataset describes 6 unconnected molecules or ions with the total composition C48H105BrN3O11 at a distorted geometry. The level of theory is wB97M-V/def2-TZVPD.

Positions of all 168 atoms, in Å:
H -2.11 1.99 1.22
H -10.05 7.23 -4.66
C 10.14 0.53 1.91
C 0.09 -2.98 -1.83
H 0.07 -0.91 -0.06
H -2.80 4.82 0.30
C -5.72 1.49 -4.62
H 7.62 2.36 1.19
H -11.30 6.10 -6.40
N -1.07 -2.11 -1.94
H -2.67 -1.90 -3.33
H -6.86 6.95 -7.02
H 10.43 -0.09 2.76
C -0.77 -1.41 0.43
H 16.00 -1.20 4.15
H 8.00 0.09 -0.76
H -1.27 -2.78 -3.90
H -3.31 -3.06 4.69
H -2.36 -3.68 0.48
H 0.41 5.15 0.89
Br -3.35 -0.58 2.89
C 2.51 2.94 -0.51
H 4.83 2.02 1.34
H -8.57 5.18 -7.42
H -4.79 -8.12 2.13
H 16.54 -0.67 5.77
H -7.53 8.15 -5.90
C -2.70 -0.72 -0.93
H -2.72 -3.56 2.52
H -3.12 -6.50 1.30
C 13.64 0.66 3.41
C -8.08 1.69 -4.53
H 1.18 4.14 -1.66
H 2.14 3.09 5.67
H -1.03 4.55 -1.14
C 0.62 -2.17 2.32
H -4.90 1.01 -4.07
C 13.68 -1.51 2.46
H -5.02 1.24 1.44
H 4.19 1.14 -0.03
N -0.26 -2.54 1.20
C 4.77 2.03 0.25
C 0.44 4.20 0.37
H 4.52 0.95 4.03
H 6.46 2.93 -0.73
H 13.97 1.53 5.33
O -6.88 1.41 -3.81
H -2.73 -7.02 -1.04
H -7.86 2.29 -5.42
C 6.18 1.94 -0.34
O -9.95 5.19 -5.11
O -1.81 -7.93 0.60
C -9.40 5.90 -7.38
H 5.30 2.47 4.55
H -4.91 -10.29 -0.49
H 0.68 1.61 4.40
C -1.74 -7.15 -0.58
H 13.56 -1.91 3.47
H -8.72 2.28 -3.87
H -4.70 -9.08 -1.78
C 1.61 4.16 -0.65
C -2.78 -2.92 -0.17
C -1.91 -2.62 -3.03
H 1.89 -3.22 -2.96
C -10.25 6.25 -4.22
H -11.30 6.21 -3.91
H -3.30 -9.58 -0.80
H -5.84 0.97 -5.57
C -10.46 5.40 -6.42
O -8.07 -0.36 -5.84
H 1.98 -2.03 -1.63
C 1.57 1.19 4.88
H -3.23 -3.48 -0.98
H 3.17 -0.67 5.58
C -4.14 -3.44 4.10
O 2.06 0.16 4.03
C -3.84 2.44 0.02
H 6.18 1.25 -1.19
H -6.86 -1.16 -4.34
H 1.27 0.78 5.85
H 12.70 -1.50 1.96
H -3.79 -9.47 1.58
C -0.91 3.91 -0.27
H -10.84 4.44 -6.79
H -1.02 -3.08 1.58
H -5.90 1.90 0.10
H 15.58 -2.15 5.59
H 13.57 1.64 2.94
C -2.09 4.10 0.70
H -1.10 -7.67 -1.29
C -1.76 -1.89 -0.66
H 2.19 5.08 -0.59
H -5.26 -1.94 2.10
O 0.01 -4.05 -1.31
H -5.45 2.53 -4.81
C 2.53 -0.96 4.75
H 1.23 -3.03 2.56
H 2.87 2.72 4.10
C -7.69 7.16 -6.33
C -4.97 1.42 0.37
C -4.19 -2.07 1.95
H 0.65 3.44 1.13
C 9.10 -0.22 1.07
H -5.12 0.37 -1.46
H 15.46 1.15 4.45
H 0.06 -1.92 3.23
H -2.36 -3.59 -2.82
H -6.69 -1.84 -5.98
H -4.30 -4.47 4.42
C 8.40 0.69 0.06
H -9.62 6.13 -3.34
C 14.45 0.79 4.68
C -2.84 -7.54 1.48
H -4.29 -4.21 2.08
H -1.69 4.52 1.63
H -4.36 3.38 -0.22
O 14.25 -0.21 2.48
H 8.39 -0.71 1.73
C -2.83 2.80 1.11
H 9.62 -1.01 0.51
O 3.74 1.83 5.75
H 3.97 4.00 0.67
C -7.40 -1.46 -5.25
C 2.59 2.29 5.07
C 3.96 3.28 -0.16
C 7.23 1.48 0.68
H 2.13 2.29 0.26
C -3.93 -2.09 0.43
H -9.83 5.98 -8.38
H -0.90 2.87 -0.63
H -5.00 -2.82 4.34
C -3.79 -3.39 2.60
H 2.53 2.38 -1.45
O -4.69 -8.31 0.11
H -7.68 6.42 -5.53
H 1.13 -1.62 -3.11
H -1.24 -0.66 1.07
H -5.90 -0.48 -0.16
H -4.85 -2.54 0.06
H -2.44 -7.61 2.50
C -4.37 -9.38 -0.78
O 14.51 -0.43 5.40
H 3.11 -1.58 4.06
H -1.30 -6.17 -0.37
H 5.56 0.97 5.48
H -9.75 0.70 -5.40
H -3.37 2.94 2.05
C 4.83 1.54 4.90
C -8.81 0.42 -4.91
H 6.74 0.87 1.44
H 11.02 0.77 1.32
H 9.12 1.41 -0.32
H 1.28 -1.36 2.05
O -8.92 7.18 -7.02
H 12.62 0.32 3.65
H -3.32 2.14 -0.89
H -8.11 -2.25 -5.00
N -3.83 -0.81 -0.34
H -2.40 0.08 -1.60
H 14.35 -2.16 1.90
C -4.06 -8.43 1.37
C 15.73 -1.14 5.21
H 9.72 1.46 2.29
C 1.35 -2.44 -2.43
H 1.69 -1.56 5.13
C -5.01 0.09 -0.41
H -9.05 -0.16 -4.02
H 4.43 3.74 -1.03

Calculated values
gap between HOMO and LUMO = 6.594 eV
total charge = +1
total energy = -5457.3225 hartree
relative energy (zero: lowest compared OMol25 entry of this formula, charge and spin) = 0.8 kcal per mole

Atomic partial charges in e from the Mulliken method, atoms 1 to 99:
1 H -0.21
2 H 0.36
3 C -1.13
4 C 0.70
5 H 0.85
6 H 0.44
7 C -0.58
8 H 0.26
9 H 0.35
10 N 0.11
11 H 0.33
12 H 0.32
13 H 0.28
14 C -2.01
15 H 0.33
16 H 0.44
17 H 0.46
18 H 0.37
19 H -0.19
20 H 0.40
21 Br -0.10
22 C -0.50
23 H -0.15
24 H 0.28
25 H 0.42
26 H 0.32
27 H 0.25
28 C -2.17
29 H -0.07
30 H -0.16
31 C -0.09
32 C -0.37
33 H 0.44
34 H 0.41
35 H 0.39
36 C -1.13
37 H -0.02
38 C -0.58
39 H 0.41
40 H 0.30
41 N 0.07
42 C 0.03
43 C -0.67
44 H 0.20
45 H 0.39
46 H 0.38
47 O -0.23
48 H 0.30
49 H 0.35
50 C -0.71
51 O -0.29
52 O -0.43
53 C -0.48
54 H 0.34
55 H 0.32
56 H 0.35
57 C -0.62
58 H 0.33
59 H 0.29
60 H 0.24
61 C -0.83
62 C -0.72
63 C -1.20
64 H 0.42
65 C -0.81
66 H 0.31
67 H 0.33
68 H 0.40
69 C -0.48
70 O -0.38
71 H 0.34
72 C -0.54
73 H 0.52
74 H 0.51
75 C -1.50
76 O -0.05
77 C -0.76
78 H 0.30
79 H 0.09
80 H 0.39
81 H 0.17
82 H 0.33
83 C -0.38
84 H 0.36
85 H -0.05
86 H 0.44
87 H 0.24
88 H 0.38
89 C -1.18
90 H 0.33
91 C 3.17
92 H 0.52
93 H 0.83
94 O -0.38
95 H 0.28
96 C -1.08
97 H 0.42
98 H 0.20
99 C -0.68